DFT (ωB97M-V with the def2-TZVPD basis set) results for a cluster of 2 separate species, C24H31BrN2O4PS in total at a distorted geometry.

```
! wB97M-V def2-TZVPD RIJCOSX def2/J DEFGRID3
* xyz 1 1
C 2.084 -0.931 6.094
C 1.675 -0.460 5.066
N 1.376 0.126 3.820
C 1.123 1.501 3.891
C 0.829 2.278 2.745
P 0.570 4.099 3.150
O 2.022 4.940 2.929
O 0.210 4.263 4.771
C 0.777 1.610 1.411
C 0.454 2.361 0.206
C 0.100 3.852 0.098
C -1.381 4.138 0.611
C -2.476 3.543 -0.360
Br -3.455 4.959 -1.346
C 0.431 1.606 -1.043
S -0.014 2.330 -2.661
C 0.760 0.188 -1.083
O 0.715 -0.449 -2.314
C 1.966 -0.285 -3.027
C 1.723 -0.536 -4.554
C 1.088 -0.549 0.110
C 1.423 -2.025 -0.165
C 0.140 -2.990 -0.194
C -1.113 -2.245 0.454
O 0.379 -4.243 0.457
C 1.075 0.143 1.406
C 1.348 -0.593 2.657
C 1.602 -2.089 2.800
H 2.529 -1.465 6.936
H 1.145 1.978 4.892
H 2.493 4.567 2.161
H 1.023 4.295 5.314
H 0.848 4.503 0.621
H 0.103 4.256 -0.941
H -1.518 5.248 0.617
H -1.579 3.694 1.608
H -3.259 3.066 0.278
H -2.103 2.743 -1.030
H 0.857 3.394 -2.746
H 2.290 0.784 -2.949
H 2.761 -0.972 -2.641
H 1.041 0.247 -4.972
H 2.682 -0.546 -5.126
H 1.195 -1.511 -4.716
H 2.247 -2.441 0.459
H 1.834 -2.113 -1.202
H -0.172 -3.204 -1.249
H -1.969 -2.968 0.432
H -0.911 -1.890 1.487
H -1.434 -1.412 -0.221
H 1.320 -4.435 0.316
H 0.828 -2.618 2.184
H 1.509 -2.521 3.813
H 2.589 -2.372 2.360
N -2.369 -2.480 -3.187
C -3.639 -2.311 -2.707
C -4.309 -3.497 -2.849
C -3.408 -4.423 -3.435
C -2.219 -3.769 -3.628
H -1.656 -1.770 -3.211
H -3.955 -1.361 -2.306
H -5.333 -3.681 -2.564
H -3.609 -5.452 -3.685
H -1.282 -4.107 -4.041
*
```

Values from the calculation:
E_tot = -4656.76442 Eh
largest force on an atom = 3.5 eV/A
molar mass = 554.5 g mol⁻¹